[1]
The following is a quantum chemistry calculation of C5H10N4 as an isolated structure at a distorted geometry, from OMol25.

Structure (XYZ):
```
19
Properties=species:S:1:pos:R:3:nbo_charge:R:1
C -1.9474 0.0710 -0.1730 0.433
C -0.7015 -0.2333 0.5691 -0.328
C 0.2246 0.9196 0.8469 -0.208
C 0.5973 -0.8698 -0.0519 -0.224
C 3.2018 -0.4863 -0.4972 -0.153
H -2.5325 -1.7297 0.3348 0.363
H -3.6741 -0.9266 -0.4791 0.385
H -1.3641 1.6558 -0.8321 0.335
H -0.9059 -0.8679 1.4194 0.219
H 0.6388 0.7663 1.8706 0.196
H -0.2036 1.8690 0.7852 0.201
H 1.1731 -1.4708 0.6202 0.189
H 0.6021 -1.4291 -1.0021 0.196
H 2.6285 -1.2449 -1.1112 0.157
H 4.2637 -0.4942 -0.4899 0.192
N -2.9276 -0.8133 0.1817 -0.789
N -2.1327 1.0246 -0.9486 -0.678
N 1.2266 0.4393 -0.1483 -0.262
N 2.5657 0.4158 0.1611 -0.223
```

Output
Lowest unoccupied orbital energy   0.02799 Ha
Total energy   -11304.6445 eV
Molar mass   126.16 Da
ΔE to the lowest compared entry with this formula, charge and spin   74.6 kcal/mol
Highest occupied orbital energy   -9.03 eV
Orbital gap   9.79 eV

---

[2]
The following is a quantum chemistry calculation of a 4-piece molecular cluster, C10H23ClN3O5PS3 overall at a distorted geometry, from OMol25.

Structure (XYZ):
```
46
Properties=species:S:1:pos:R:3:nbo_charge:R:1
C 3.4279 1.8691 1.4533 -0.325
C 2.6459 2.8791 1.8379 -0.232
C 1.3933 2.5015 2.6126 -0.476
C 0.0739 2.7004 1.9127 0.172
C -0.9617 1.8913 2.1960 -0.021
N -2.0268 2.2790 1.4040 -0.547
P -3.6831 1.4760 1.3963 1.415
N -3.7374 0.7303 -0.1415 -1.176
O -3.4949 0.2713 2.4672 -0.966
C -1.6558 3.3033 0.6911 0.232
S -2.6064 4.2154 -0.4550 0.068
N -0.3662 3.6138 0.9773 -0.479
S 0.5528 4.8913 0.3231 0.262
H 3.3706 0.9433 2.0001 0.201
H 4.0499 1.9769 0.5804 0.214
H 2.8732 3.9117 1.6442 0.211
H 1.3199 2.9508 3.6043 0.230
H 1.4823 1.4301 2.7643 0.250
H -1.0333 1.0754 2.8818 0.251
H -3.6477 -0.2855 -0.0113 0.444
H -2.9150 0.9778 -0.6846 0.392
H -2.7517 -0.2896 2.1829 0.502
H -2.2652 3.6069 -1.6062 0.164
H -0.0182 5.9686 0.8962 0.138
O 2.2908 -0.0026 -0.4873 -0.949
S 0.8633 0.0456 -0.5877 2.426
O 0.0579 -0.0574 0.5973 -0.975
O 0.2988 -0.8891 -1.6676 -0.714
C 0.5756 -2.3167 -1.6680 -0.066
C -0.2549 -3.0097 -0.6201 -0.718
C 0.4513 1.5150 -1.4586 -0.888
H 1.6431 -2.5122 -1.5399 0.181
H 0.3061 -2.6644 -2.6622 0.206
H 0.0742 -2.7364 0.3893 0.183
H -0.1620 -4.0872 -0.7239 0.233
H -1.3659 -2.6888 -0.7089 0.285
H 1.0348 1.5541 -2.3737 0.260
H 0.6983 2.3447 -0.8257 0.213
H -0.6153 1.4995 -1.6769 0.241
C 0.9400 -6.7619 -2.4490 -0.248
O 1.2574 -5.5830 -1.7151 -0.724
H -0.1174 -6.7263 -2.6965 0.190
H 1.5220 -6.8100 -3.3735 0.160
H 1.1370 -7.6545 -1.8491 0.161
H 2.1924 -5.6184 -1.4984 0.463
Cl -2.8536 -1.7285 -1.3315 -0.845
```

Output
Lowest unoccupied orbital energy   -0.02814 Ha
Total energy   -79764.8070 eV
Molar mass   427.94 Da
Highest occupied orbital energy   -6.90 eV
Orbital gap   6.13 eV

---

[3]
The following is a quantum chemistry calculation of a 3-piece molecular cluster, C21H39Cl3N2O7P overall at a distorted geometry, from OMol25.

Structure (XYZ):
```
73
Properties=species:S:1:pos:R:3:lowdin_charge:R:1
C -0.9627 -3.5157 4.5791 -0.053
C -2.3629 -2.7651 4.8269 -0.335
O -2.3246 -2.0544 6.1106 -0.062
C -2.7267 -1.6885 3.6811 -0.132
O -2.8726 -2.2894 2.3480 -0.108
C -2.2857 -1.3716 1.4166 -0.083
C -0.9209 -1.7677 0.7453 0.059
N -0.2156 -0.8898 -0.1847 -0.173
P 1.3533 -1.4914 -0.8198 0.959
N 1.5250 -3.2397 -0.4619 -0.161
O 1.3989 -1.4129 -2.5336 -0.338
C -0.7774 0.4179 -0.5185 -0.148
C -0.0206 1.4270 -1.4987 -0.195
C -0.5377 1.3870 -3.0237 -0.675
C 0.7575 1.7552 -3.9437 -0.109
Cl -1.3508 -0.1795 -3.5186 0.570
C -2.1488 0.9199 0.0721 -0.359
Cl -2.8132 2.5721 -0.3768 0.701
C -2.9314 0.0261 1.0680 0.056
C -4.3236 0.4714 1.7188 -0.352
O -4.6608 1.6437 1.9724 0.119
O -5.2412 -0.5761 2.0353 -0.092
C -6.0966 -0.9018 0.9002 -0.153
C -6.0806 -2.4485 0.4650 -0.202
C -5.6721 -3.4771 1.6312 -0.548
Cl -6.8786 -4.8889 1.7097 0.481
H -1.0613 -4.6254 4.3075 0.087
H -0.2846 -3.0070 3.8023 0.070
H -0.3765 -3.4776 5.5758 0.098
H -3.1728 -3.5832 4.8722 0.160
H -2.0755 -1.1248 5.8835 0.100
H -3.7384 -1.2035 3.9645 0.148
H -1.9667 -0.8284 3.6557 0.147
H -0.5220 -2.8031 1.0523 0.133
H 0.6016 -3.6710 -0.7024 0.045
H 2.2004 -3.6623 -1.1283 0.058
H 2.2203 -1.8699 -2.8471 0.078
H 1.1065 1.2291 -1.4723 0.105
H -0.1718 2.5157 -1.1345 0.119
H -1.2914 2.2355 -3.2359 0.107
H 0.4938 1.8840 -5.0444 0.095
H 1.1879 2.7241 -3.4748 0.082
H 1.5728 0.9518 -3.7668 0.080
H -7.1831 -0.5455 1.0108 0.147
H -5.6759 -0.3072 -0.0038 0.138
H -5.3793 -2.6212 -0.4298 0.117
H -7.1639 -2.7158 0.1593 0.108
H -5.5716 -3.0176 2.6689 0.078
H -4.6640 -3.9404 1.3371 0.071
C 6.3000 -0.6633 1.2616 -0.060
C 4.9533 -1.2691 0.9002 -0.515
C 4.7412 -2.6036 1.5978 -0.065
O 4.8810 -1.4554 -0.5137 -0.094
H 7.1194 -1.3192 0.9504 0.086
H 6.4438 0.2893 0.7446 0.082
H 6.3799 -0.4925 2.3380 0.085
H 4.1526 -0.5776 1.1783 0.126
H 5.5067 -3.3268 1.2983 0.086
H 3.7743 -3.0332 1.3200 0.052
H 4.7745 -2.4908 2.6843 0.085
H 5.5859 -2.0657 -0.7705 0.090
C 3.5050 7.1707 -4.6046 -0.062
C 2.6080 5.9968 -4.2455 -0.503
C 2.3438 5.9398 -2.7488 -0.067
O 3.2266 4.7815 -4.6649 -0.065
H 4.4789 7.0829 -4.1121 0.083
H 3.6958 7.1928 -5.6807 0.083
H 3.0500 8.1199 -4.3105 0.083
H 1.6595 6.0812 -4.7833 0.139
H 3.2774 5.8094 -2.1920 0.084
H 1.7070 5.0845 -2.5033 0.056
H 1.8540 6.8521 -2.3991 0.083
H 4.0673 4.6973 -4.1949 0.089
```

Output
Net charge   +1
Lowest unoccupied orbital energy   -0.19879 Ha
Total energy   -86565.0193 eV
Molar mass   568.88 Da
Highest occupied orbital energy   -12.12 eV
Orbital gap   6.71 eV

---

[4]
The following is a quantum chemistry calculation of a 2-piece molecular cluster, C4H7NO4 overall at a distorted geometry, from OMol25.

Structure (XYZ):
```
16
Properties=species:S:1:pos:R:3:nbo_charge:R:1
C 1.1255 -0.3599 1.7929 -0.597
C 0.5883 -1.4041 0.8890 -0.481
C -0.7942 -1.1592 0.1798 0.605
O -1.8777 -1.3819 0.6171 -0.457
C -0.5738 -0.2537 -1.0346 -0.149
O -0.6979 0.7431 -0.1687 -0.362
O -1.3518 2.0248 -1.8729 -0.198
N -0.5700 3.0480 -1.9619 0.464
O -0.6257 3.7975 -2.9284 -0.268
H 2.0065 -0.7628 2.2751 0.214
H 1.4310 0.5505 1.2919 0.220
H 0.4219 -0.1650 2.5890 0.217
H 1.3009 -1.5717 0.0786 0.206
H 0.4230 -2.3041 1.4716 0.223
H 0.4557 -0.2301 -1.4012 0.166
H -1.2617 -0.5711 -1.8174 0.196
```

Output
Lowest unoccupied orbital energy (alpha / beta)   -0.10942 / -0.06477 Ha
Total energy   -13933.7326 eV
Molar mass   133.10 Da
ΔE to the lowest compared entry with this formula, charge and spin   205.3 kcal/mol
Highest occupied orbital energy (alpha / beta)   -9.70 / -10.12 eV
Orbital gap (alpha / beta)   6.73 / 8.36 eV

---

[5]
The following is a quantum chemistry calculation of a 15-piece molecular cluster, C30H80BN6O22 overall at a distorted geometry, from OMol25.

Structure (XYZ):
```
139
Properties=species:S:1:pos:R:3:lowdin_charge:R:1
O 0.7862 4.5083 2.7741 0.123
C 0.6484 3.3761 2.3750 -0.409
O 0.7902 2.9230 1.1705 0.242
B 0.2946 1.5323 1.0984 -0.818
O 0.0325 1.1828 2.5024 0.246
C 0.2150 2.2038 3.2673 -0.434
O 0.1244 2.1825 4.4565 0.147
O 1.2457 0.5951 0.3973 0.233
C 0.7415 0.1970 -0.7128 -0.396
O 1.3051 -0.4916 -1.5738 0.086
C -0.7188 0.7656 -0.8342 -0.333
O -0.9431 1.4787 0.2835 0.205
O -1.5709 0.6754 -1.7139 0.104
C -5.9097 1.3244 0.7828 -0.155
O -6.8465 2.0557 1.5752 -0.136
H -6.3820 0.4902 0.2640 0.076
H -5.4264 2.0153 0.0920 0.076
H -5.1559 0.8502 1.4112 0.071
H -6.3653 2.6798 2.1234 0.068
C 1.4908 5.4915 8.4008 -0.177
O 1.6624 6.5825 9.2587 -0.128
H 2.3040 4.7774 8.5310 0.078
H 0.4875 5.0988 8.5659 0.076
H 1.5318 5.7500 7.3427 0.078
H 1.8710 6.3287 10.1608 0.073
C 1.9832 4.5504 -2.6606 -0.190
O 2.0505 4.6108 -4.0419 -0.110
H 0.9664 4.7592 -2.3280 0.079
H 2.2131 3.5472 -2.3017 0.078
H 2.7094 5.2049 -2.1785 0.080
H 2.0870 5.5567 -4.2015 0.076
C -1.5468 2.3492 -6.6474 -0.184
O -0.8462 3.5657 -6.6507 -0.114
H -0.8712 1.5045 -6.5130 0.073
H -2.2702 2.2858 -5.8345 0.073
H -2.1368 2.1956 -7.5509 0.076
H -0.3658 3.6310 -5.8221 0.068
C 2.4400 -3.0846 2.9335 -0.131
O 3.1212 -4.1102 3.7068 -0.150
H 3.0369 -2.8734 2.0463 0.075
H 1.4905 -3.4738 2.5660 0.069
H 2.2518 -2.2454 3.6031 0.078
H 3.1899 -4.9075 3.1765 0.060
C 1.1112 9.3088 1.1535 -0.815
O 1.1192 10.3624 0.6248 0.061
N 1.7762 8.9423 2.2009 0.165
N 0.5450 8.2349 0.5834 0.146
H 2.3276 9.6583 2.6519 0.123
H 1.6614 7.9832 2.4958 0.112
H 0.2228 8.2887 -0.3723 0.110
H 0.5071 7.3757 1.1130 0.093
C -3.6910 -3.6051 -5.8484 -0.820
O -4.5601 -3.7102 -5.0218 0.041
N -3.4080 -4.5291 -6.7520 0.152
N -2.9112 -2.5847 -5.9299 0.170
H -2.7841 -4.3342 -7.5220 0.105
H -3.8898 -5.3831 -6.5097 0.114
H -2.0346 -2.6496 -6.4273 0.110
H -3.0515 -1.9186 -5.1838 0.127
C 3.2381 -1.0866 9.0036 -0.709
O 3.8547 -0.0648 9.3282 0.000
N 3.4436 -2.3285 9.4921 0.141
N 2.3708 -1.0794 7.9792 0.147
H 3.0918 -3.1215 8.9749 0.099
H 4.0720 -2.4178 10.2778 0.108
H 1.7778 -1.8888 7.8633 0.097
H 2.2085 -0.2512 7.4244 0.116
C -1.1706 -6.0712 -1.7136 -0.060
C -1.7393 -6.6973 -0.3942 -0.444
C -2.8738 -5.7796 0.1393 -0.061
O -2.3376 -7.9603 -0.6989 -0.071
H -1.9259 -5.9422 -2.4889 0.077
H -0.3863 -6.6715 -2.1747 0.069
H -0.7175 -5.0979 -1.5252 0.079
H -1.0228 -6.9067 0.4002 0.125
H -3.4264 -5.3721 -0.7073 0.072
H -2.4909 -4.9222 0.6928 0.073
H -3.6337 -6.3018 0.7206 0.072
H -2.1693 -8.0999 -1.6336 0.068
C 5.8109 -0.1726 -4.9319 -0.073
C 6.0702 -1.0142 -3.7224 -0.534
C 6.2800 -0.1245 -2.5173 -0.062
O 5.2259 -2.1204 -3.5026 -0.026
H 4.9305 0.4568 -4.8018 0.080
H 5.5767 -0.6878 -5.8634 0.076
H 6.6089 0.5544 -5.0825 0.080
H 7.0633 -1.4386 -3.8697 0.130
H 6.7698 -0.6459 -1.6949 0.079
H 5.3040 0.2090 -2.1647 0.081
H 6.8308 0.7863 -2.7521 0.078
H 4.3163 -1.8169 -3.4564 0.090
C 1.7549 -4.7411 -6.3980 -0.084
C 2.0130 -3.8334 -7.5520 -0.492
C 3.3309 -4.2932 -8.2744 -0.047
O 0.9068 -3.8073 -8.4304 -0.053
H 1.0800 -4.2868 -5.6725 0.078
H 2.6802 -5.0402 -5.9056 0.084
H 1.1915 -5.6456 -6.6273 0.078
H 2.0811 -2.8587 -7.0690 0.137
H 3.5202 -3.8318 -9.2436 0.069
H 3.1872 -5.3445 -8.5241 0.072
H 4.2213 -4.1544 -7.6613 0.075
H 0.7169 -4.6897 -8.7574 0.083
C -3.4409 -1.2386 7.8795 -0.067
C -4.6280 -0.9975 6.9641 -0.456
C -4.4284 -1.3713 5.4643 -0.057
O -5.7575 -1.8221 7.3506 -0.071
H -2.6683 -0.5964 7.4568 0.078
H -3.0908 -2.2511 8.0807 0.079
H -3.5978 -0.8608 8.8899 0.073
H -4.7719 0.0809 7.0312 0.129
H -5.1517 -0.9094 4.7922 0.069
H -4.3412 -2.4314 5.2262 0.079
H -3.4805 -0.9229 5.1667 0.067
H -6.5394 -1.3535 7.0496 0.078
C 6.3491 0.3291 4.9615 -0.038
C 6.6492 0.6465 3.4571 -0.496
C 5.6791 1.5732 2.8234 -0.077
O 7.9177 1.2613 3.4183 -0.070
H 7.0409 -0.4561 5.2666 0.072
H 5.3809 -0.1609 5.0641 0.068
H 6.3703 1.2083 5.6053 0.080
H 6.8179 -0.2060 2.7992 0.138
H 5.9826 2.0450 1.8889 0.083
H 5.4451 2.4140 3.4763 0.081
H 4.7088 1.1240 2.6120 0.080
H 7.8226 2.1397 3.7938 0.081
C -7.7132 0.5930 -4.0482 -0.041
C -8.7817 1.6407 -3.8130 -0.547
C -8.3369 3.0193 -3.6443 -0.074
O -9.7485 1.6096 -4.8115 -0.047
H -7.5537 0.4270 -5.1136 0.082
H -8.0151 -0.3822 -3.6662 0.078
H -6.7888 0.8268 -3.5201 0.081
H -9.3521 1.3583 -2.9281 0.132
H -7.6473 3.1276 -2.8072 0.081
H -9.0237 3.8299 -3.4005 0.082
H -7.7879 3.4334 -4.4899 0.088
H -9.8088 0.7956 -5.3168 0.086
```

Output
Net charge   -1
Lowest unoccupied orbital energy   0.05879 Ha
Total energy   -87074.8225 eV
Molar mass   887.80 Da
Highest occupied orbital energy   -7.97 eV
Orbital gap   9.57 eV